[1]
ORCA calculation (wB97M-V/def2-TZVPD) on an isolated molecule of C4H5NO.

Each line ends with the Mulliken charge.
CARTESIAN COORDINATES (ANGSTROEM)
1 O 2.1029 -0.1240 0.0210  -0.511
2 C 0.7502 -0.0979 -0.0345  0.584
3 C -0.0233 -1.0984 -0.4741  -0.731
4 N -1.3715 -0.6346 -0.4265  0.081
5 C -1.5748 0.6215 -0.0408  -0.655
6 C -0.1726 1.0043 0.4000  -0.375
7 H 2.4419 0.7341 0.3012  0.322
8 H 0.2389 -2.0702 -0.8645  0.419
9 H -2.1410 -1.2580 -0.6295  0.192
10 H -0.4033 0.8848 1.4757  0.247
11 H 0.1526 2.0383 0.2721  0.427

The energy relative to the best compared isomer or geometry (same formula, charge and spin) is 2.6143 eV. As for the energy: -7763.912 eV. As for the LUMO energy: 0.7 eV. As for the HOMO energy: -8.33 eV. For the largest force on an atom, the calculation gives 0.6 eV Å⁻¹.

[2]
ORCA calculation (wB97M-V/def2-TZVPD) on an isolated molecule of C4H5NO.

Each line ends with the Mulliken charge.
CARTESIAN COORDINATES (ANGSTROEM)
1 N -1.2603 1.1451 0.2917  -0.359
2 C -1.3955 -0.1961 0.5042  0.491
3 O -2.4412 -0.7145 0.8516  -0.604
4 C -0.1464 -1.0041 0.3457  -0.340
5 C 0.9800 -0.5127 -0.0994  0.170
6 C 2.0451 -0.0616 -0.6994  -0.636
7 H -2.1009 1.6994 0.3166  0.230
8 H -0.4439 1.5227 -0.1631  0.196
9 H -0.2209 -2.0519 0.6197  0.340
10 H 2.1336 -0.3105 -1.7518  0.245
11 H 2.8502 0.4843 -0.2158  0.267

The energy relative to the best compared isomer or geometry (same formula, charge and spin) is 1.0917 eV. As for the energy: -7765.435 eV. As for the LUMO energy: 0.8 eV. Its SMILES is C=C=CC(N)=O. As for the HOMO energy: -9.81 eV. For the largest force on an atom, the calculation gives 0.4 eV Å⁻¹.

[3]
ORCA calculation (wB97M-V/def2-TZVPD) on an isolated molecule of C4H5NO at a distorted geometry.

Each line ends with the Mulliken charge.
CARTESIAN COORDINATES (ANGSTROEM)
1 C -0.9692 -0.1067 -0.0047  0.178
2 C -0.1630 1.0082 0.0615  -0.059
3 C 1.2160 0.7254 -0.1705  -0.871
4 C 1.2506 -0.5947 -0.0335  -0.045
5 H -2.5573 0.5619 -0.4732  0.339
6 H -0.8061 1.9143 0.4951  0.210
7 H 1.9165 1.5118 0.0024  0.324
8 H 2.1485 -1.3451 0.0008  0.224
9 H 0.1352 -2.2885 0.1596  0.320
10 N 0.1109 -1.1469 0.0107  -0.108
11 O -2.2820 -0.2396 -0.0482  -0.511

The energy relative to the best compared isomer or geometry (same formula, charge and spin) is 2.6744 eV. As for the energy: -7763.852 eV. As for the LUMO energy: 0.8 eV. Its SMILES is Oc1ccc[nH]1. As for the HOMO energy: -7.67 eV. For the largest force on an atom, the calculation gives 9.2 eV Å⁻¹.

[4]
ORCA calculation (wB97M-V/def2-TZVPD) on an isolated molecule of C4H5NO2 at a distorted geometry.

Each line ends with the Mulliken charge.
CARTESIAN COORDINATES (ANGSTROEM)
1 C 1.4300 0.2075 0.4985  -0.903
2 C -0.8982 -1.3293 -0.9315  0.760
3 C 0.3619 0.9375 -0.2878  0.465
4 C -1.3654 -0.6456 0.1309  -0.706
5 N -0.9768 0.6831 0.1351  -0.163
6 O -0.8728 -2.1653 -1.7478  -0.355
7 O 0.5831 1.9558 -0.9149  -0.594
8 H -1.6708 1.4153 0.0321  0.237
9 H -1.6987 -1.1281 1.0448  0.325
10 H 1.7834 -0.6220 -0.1112  0.294
11 H 2.2521 0.8887 0.7093  0.328
12 H 1.0723 -0.1977 1.4424  0.313

The energy relative to the best compared isomer or geometry (same formula, charge and spin) is 2.0204 eV. As for the energy: -9812.294 eV. As for the LUMO energy: -0.2 eV. Its SMILES is CC(=O)NC=C=O. As for the HOMO energy: -8.92 eV. For the largest force on an atom, the calculation gives 3.8 eV Å⁻¹.

[5]
ORCA calculation (wB97M-V/def2-TZVPD) on an isolated molecule of C4H5NO2 at a distorted geometry.

Each line ends with the Mulliken charge.
CARTESIAN COORDINATES (ANGSTROEM)
1 O -0.9644 -1.4993 1.8196  -0.615
2 C -0.5557 -0.8295 0.8956  0.224
3 N -1.1736 0.2393 0.3025  -0.132
4 C -0.4349 0.8618 -0.7912  -0.517
5 C 0.9680 0.1915 -0.6262  -0.172
6 O 1.4524 0.2296 0.7349  -0.408
7 C 0.8125 -0.9418 0.2714  -0.032
8 H -2.0350 0.6028 0.6861  0.204
9 H -0.3267 1.9402 -0.6599  0.264
10 H -0.9784 0.6902 -1.7422  0.266
11 H 1.8993 0.4012 -1.1035  0.488
12 H 1.3365 -1.8861 0.2130  0.429

The energy relative to the best compared isomer or geometry (same formula, charge and spin) is 1.6439 eV. As for the energy: -9812.671 eV. As for the LUMO energy: 0.9 eV. Its SMILES is O=C1NC[C@H]2O[C@@H]12. As for the HOMO energy: -9.67 eV. For the largest force on an atom, the calculation gives 1.8 eV Å⁻¹.

[6]
ORCA calculation (wB97M-V/def2-TZVPD) on an isolated molecule of C4H5NO2 at a distorted geometry.

Each line ends with the Mulliken charge.
CARTESIAN COORDINATES (ANGSTROEM)
1 O -0.3643 -1.3940 0.6258  -0.409
2 C -1.1432 -0.2924 0.2246  -0.334
3 C -0.4490 0.2657 -0.9917  -0.158
4 C -0.2566 0.9043 0.3817  -0.374
5 N 1.0179 0.3947 0.8472  -0.516
6 C 0.8795 -0.9086 0.1786  0.275
7 O 0.6653 -0.5817 -1.1864  -0.415
8 H -2.1972 -0.2979 0.4595  0.394
9 H -0.8580 0.7075 -1.8855  0.395
10 H 1.6157 0.9897 0.2716  0.296
11 H -0.5692 1.8673 0.7554  0.416
12 H 1.6591 -1.6545 0.3191  0.428

The energy relative to the best compared isomer or geometry (same formula, charge and spin) is 2.3703 eV. As for the energy: -9811.944 eV. As for the LUMO energy: 1.0 eV. Its SMILES is N1[C@@H]2O[C@@H]3[C@H]1[C@@H]3O2. As for the HOMO energy: -9.74 eV. For the largest force on an atom, the calculation gives 1.1 eV Å⁻¹.

[7]
ORCA calculation (wB97M-V/def2-TZVPD) on a structure of composition C4H5NO2 at a distorted geometry.

Each line ends with the Mulliken charge.
CARTESIAN COORDINATES (ANGSTROEM)
1 N 0.3790 1.2120 1.0299  -0.577
2 C 0.1485 0.2166 0.0707  0.276
3 C -1.1860 0.0889 -0.5722  -0.393
4 C -0.7843 -1.1675 0.0867  -0.269
5 O 0.2001 -1.7810 -0.7455  -0.306
6 C 1.0868 -0.7295 -0.5784  0.492
7 O 2.2595 -0.7281 -0.7957  -0.566
8 H 0.3252 2.1208 0.5829  0.257
9 H 1.2565 1.1388 1.5351  0.246
10 H -1.9918 0.6376 -0.1002  0.278
11 H -1.1498 0.1185 -1.6537  0.223
12 H -0.5437 -1.1270 1.1405  0.339

The energy relative to the best compared isomer or geometry (same formula, charge and spin) is 2.9381 eV. As for the energy: -9811.377 eV. As for the LUMO energy: 0.8 eV. As for the HOMO energy: -9.18 eV. For the largest force on an atom, the calculation gives 1.8 eV Å⁻¹.

[8]
ORCA calculation (wB97M-V/def2-TZVPD) on an isolated molecule of C4H5NO2 at a distorted geometry.

Each line ends with the Mulliken charge.
CARTESIAN COORDINATES (ANGSTROEM)
1 O -0.9488 0.8422 -0.1526  -0.228
2 C -1.9024 -0.0626 0.4425  -0.589
3 C -1.8541 -1.3274 0.0558  0.867
4 O -1.8382 -2.4736 -0.1944  -0.378
5 N 0.1553 -0.0206 -0.4206  -0.230
6 C 1.3881 0.6150 -0.9215  -0.322
7 C 1.2540 0.2379 0.5040  -0.408
8 H -2.4824 0.1539 1.3474  0.307
9 H 1.3849 1.6577 -1.2082  0.270
10 H 2.0062 -0.0295 -1.5630  0.223
11 H 1.7595 -0.6373 0.9029  0.229
12 H 1.0779 1.0443 1.2078  0.258

The energy relative to the best compared isomer or geometry (same formula, charge and spin) is 5.0028 eV. As for the energy: -9809.312 eV. As for the LUMO energy: 0.8 eV. Its SMILES is O=C=CON1CC1. As for the HOMO energy: -8.48 eV. For the largest force on an atom, the calculation gives 1.5 eV Å⁻¹.

[9]
ORCA calculation (wB97M-V/def2-TZVPD) on an isolated molecule of C4H5NO2.

Each line ends with the Mulliken charge.
CARTESIAN COORDINATES (ANGSTROEM)
1 C -1.2114 -0.3910 -0.9290  -1.170
2 C -0.2169 -0.2822 0.2450  0.481
3 C -0.0808 1.1570 0.7256  -0.117
4 O 0.9751 1.6836 0.9682  -0.477
5 C 2.1844 -0.5258 0.2795  0.668
6 O 3.3214 -0.3935 0.5275  -0.452
7 N 1.0640 -0.8438 -0.0752  -0.508
8 H -0.7203 -0.8842 -1.7698  0.346
9 H -2.0970 -0.9738 -0.6613  0.269
10 H -1.5498 0.5948 -1.2651  0.335
11 H -1.0412 1.6951 0.8523  0.380
12 H -0.6274 -0.8361 1.1022  0.246

The energy relative to the best compared isomer or geometry (same formula, charge and spin) is 0.6901 eV. As for the energy: -9813.625 eV. As for the LUMO energy: 0.6 eV. Its SMILES is C[C@H](C=O)N=C=O. As for the HOMO energy: -10.22 eV. For the largest force on an atom, the calculation gives 0.9 eV Å⁻¹.

[10]
ORCA calculation (wB97M-V/def2-TZVPD) on an isolated molecule of C4H5NO2 at a distorted geometry.

Each line ends with the Mulliken charge.
CARTESIAN COORDINATES (ANGSTROEM)
1 C -1.4992 -0.5591 0.0666  -0.404
2 C -0.4709 -1.0388 -0.6533  -0.683
3 C -0.8212 0.6754 0.6627  -0.776
4 C 0.3942 0.2515 -0.3853  0.123
5 N 1.7404 0.1737 -0.0124  0.912
6 O 2.5440 0.4116 -0.8509  -0.574
7 O 2.0400 -0.0484 1.1475  -0.575
8 H -2.4276 -0.8846 0.1481  0.596
9 H -0.1762 -1.9108 -1.1645  0.411
10 H -1.2979 1.7785 0.7227  0.271
11 H -0.4615 0.2912 1.6033  0.285
12 H 0.4358 0.8597 -1.2845  0.413

The energy relative to the best compared isomer or geometry (same formula, charge and spin) is 5.6209 eV. As for the energy: -9808.694 eV. As for the LUMO energy: 0.3 eV. Its SMILES is O=[N+]([O-])[C@H]1C=CC1. As for the HOMO energy: -10.26 eV. For the largest force on an atom, the calculation gives 4.6 eV Å⁻¹.

- Among the records above, which one has the highest largest force on an atom?
  number 3

- Among the records above, which one has the highest HOMO?
  number 3

- Which value of largest force on an atom does entry 2 give?
  0.4 eV Å⁻¹

What did the first record say?
ORCA calculation (wB97M-V/def2-TZVPD) on an isolated molecule of C4H5NO.

Each line ends with the Mulliken charge.
CARTESIAN COORDINATES (ANGSTROEM)
1 O 2.1029 -0.1240 0.0210  -0.511
2 C 0.7502 -0.0979 -0.0345  0.584
3 C -0.0233 -1.0984 -0.4741  -0.731
4 N -1.3715 -0.6346 -0.4265  0.081
5 C -1.5748 0.6215 -0.0408  -0.655
6 C -0.1726 1.0043 0.4000  -0.375
7 H 2.4419 0.7341 0.3012  0.322
8 H 0.2389 -2.0702 -0.8645  0.419
9 H -2.1410 -1.2580 -0.6295  0.192
10 H -0.4033 0.8848 1.4757  0.247
11 H 0.1526 2.0383 0.2721  0.427

The energy relative to the best compared isomer or geometry (same formula, charge and spin) is 2.6143 eV. As for the energy: -7763.912 eV. As for the LUMO energy: 0.7 eV. As for the HOMO energy: -8.33 eV. For the largest force on an atom, the calculation gives 0.6 eV Å⁻¹.